# 1
Below is a structure of composition C39H41As2MnN2OS5Te, with properties calculated with ωB97M-V/def2-TZVPD.

Atoms and positions in Å:
Te 2.699 -1.855 1.367
As 0.888 2.176 -0.464
As -2.199 2.035 0.273
Mn -0.427 0.320 0.386
S -1.993 -1.296 0.112
S 1.101 -4.177 -0.823
S 1.164 -1.151 -0.422
S 5.382 0.015 1.690
S -1.801 -4.282 -0.241
O -0.285 -6.404 -0.638
N 0.450 -0.587 4.693
N -0.061 -0.200 2.453
C -6.194 0.755 -0.208
C -2.227 3.149 4.284
C -0.418 2.642 -1.875
C 0.275 -2.670 -0.484
C 1.555 6.510 1.303
C -2.193 2.468 3.078
C 6.735 -1.229 -0.076
C 0.597 0.086 3.537
C 4.566 -1.166 0.730
C -2.242 3.160 1.869
C -2.325 4.534 4.289
C 6.860 -0.274 0.887
C 3.684 2.693 -1.085
C -0.320 -5.213 -0.576
C 1.483 5.016 -0.577
C -1.047 -2.703 -0.227
C -6.204 3.155 -0.310
C 0.393 0.791 6.776
C -1.961 -1.312 4.816
C 4.849 2.570 -1.824
C 4.883 1.744 -2.937
C -1.645 3.244 -1.193
C 1.024 4.192 1.635
C 1.677 6.286 -0.064
C 3.747 1.048 -3.320
C -4.831 3.172 -0.136
C 1.166 -0.201 5.908
C 1.609 1.192 3.466
C 1.228 5.465 2.150
C -4.131 1.976 -0.002
C -6.887 1.945 -0.349
C -2.345 4.544 1.884
C -2.382 5.228 3.090
C 5.425 -1.760 -0.154
C 2.534 2.017 -1.479
C -0.483 -1.711 4.790
C 2.572 1.191 -2.601
C -4.816 0.767 -0.033
C 1.157 3.959 0.272
H 1.001 1.054 7.642
H -6.722 -0.189 -0.238
H -2.368 5.071 5.228
H -2.384 5.109 0.959
H -0.252 -2.235 5.715
H 3.776 0.397 -4.185
H -2.117 1.386 3.057
H -2.564 -2.193 5.032
H -4.306 4.119 -0.101
H 5.802 1.626 -3.495
H 1.598 1.592 2.456
H 2.608 0.803 3.663
H 7.556 -1.560 -0.695
H -2.189 2.605 5.220
H 7.738 0.280 1.178
H 1.596 4.837 -1.640
H -0.698 1.720 -2.394
H -2.451 6.308 3.090
H -2.138 -0.572 5.597
H -0.540 0.359 7.136
H 5.123 -2.554 -0.821
H 2.131 0.224 5.641
H 1.363 -1.107 6.480
H 1.396 1.996 4.172
H 0.754 3.375 2.293
H 1.680 0.660 -2.910
H -7.960 1.936 -0.491
H 1.127 5.640 3.213
H -6.747 4.085 -0.417
H -0.705 -0.972 2.576
H 5.733 3.123 -1.533
H 3.659 3.324 -0.205
H 0.166 1.699 6.215
H -1.407 4.229 -0.792
H 1.935 7.102 -0.726
H -2.306 -0.896 3.870
H -4.275 -0.163 0.072
H 0.023 3.317 -2.609
H -0.285 -2.412 3.973
H -2.472 3.348 -1.894
H 1.718 7.502 1.702

Force components x, y, z for each atom (eV/Å):
Te 0.36 0.34 -0.04
As 0.40 1.12 -0.47
As -0.62 0.98 0.40
Mn -0.26 -0.96 0.72
S -0.23 0.29 0.12
S 0.05 0.12 -0.08
S 0.30 -0.47 0.04
S -0.08 -0.09 -0.25
S -0.05 0.24 -0.02
O -0.03 0.07 -0.02
N 0.05 -0.13 0.00
N -0.29 0.28 -0.57
C -0.06 -0.01 0.01
C -0.06 0.04 0.03
C -0.05 -0.04 0.07
C -0.13 -0.31 0.05
C 0.00 0.01 0.02
C 0.10 -0.08 -0.16
C 0.11 -0.10 -0.16
C 0.08 0.21 -0.22
C -0.29 -0.14 0.31
C 0.14 -0.19 0.09
C 0.02 0.03 0.05
C -0.16 0.21 0.20
C -0.16 0.01 0.13
C -0.02 -0.16 -0.05
C -0.06 -0.14 -0.08
C 0.53 -0.33 -0.14
C -0.06 0.01 -0.04
C 0.13 -0.15 -0.07
C 0.13 -0.03 0.02
C 0.09 -0.03 -0.02
C 0.10 -0.06 0.06
C 0.14 -0.10 0.00
C -0.02 -0.14 -0.06
C 0.02 0.04 -0.01
C 0.00 -0.03 -0.11
C 0.17 0.01 -0.01
C -0.09 0.23 0.13
C -0.05 -0.06 -0.06
C 0.01 0.03 0.04
C 0.09 -0.37 -0.08
C 0.03 -0.01 0.00
C 0.07 -0.01 -0.16
C -0.01 0.03 -0.01
C -0.04 0.05 -0.06
C 0.02 -0.27 0.02
C -0.21 0.13 -0.03
C -0.14 0.05 0.13
C 0.14 0.01 0.01
C -0.11 -0.12 0.19
H -0.06 0.06 0.02
H 0.00 0.00 0.00
H 0.03 0.00 -0.01
H 0.03 0.01 0.01
H 0.08 -0.02 -0.02
H -0.02 0.02 0.00
H 0.01 0.03 0.11
H -0.03 0.02 -0.01
H -0.05 0.02 0.00
H -0.02 0.04 -0.04
H 0.04 -0.09 0.05
H 0.02 0.02 0.03
H -0.01 0.01 0.01
H -0.02 -0.02 -0.01
H 0.04 -0.04 -0.08
H 0.03 0.05 0.00
H 0.10 -0.02 -0.01
H -0.03 -0.01 0.01
H -0.04 -0.01 0.01
H -0.02 0.02 0.00
H 0.03 -0.01 0.00
H -0.01 -0.08 0.00
H 0.06 -0.04 -0.06
H 0.00 -0.04 0.04
H -0.08 0.19 -0.01
H 0.02 -0.05 -0.06
H 0.00 0.00 0.01
H -0.01 -0.01 0.02
H 0.02 0.01 0.00
H -0.05 -0.06 -0.01
H 0.01 -0.04 0.04
H 0.08 0.03 -0.03
H -0.02 0.02 0.03
H -0.04 -0.01 0.06
H -0.01 -0.01 -0.01
H -0.01 0.00 -0.01
H -0.10 0.01 -0.02
H 0.06 0.00 0.04
H 0.00 0.01 0.01
H -0.06 -0.03 0.06
H -0.01 0.00 0.00

Computed properties:
Total charge ... +1
Lowest unoccupied orbital energy (spin up / spin down) ... -3.36 / -3.38 eV
2S+1 ... 2
HOMO (spin up / spin down) ... -10.051 / -10.100 eV
Calculated total energy ... -260597.328 eV
Molar mass ... 1046.49 g/mol

=====

# 2
Below is a cluster of 2 separate species, C2H7OS in total, with properties calculated with ωB97M-V/def2-TZVPD.

Atoms and positions in Å:
S 0.271 1.120 0.914
O -1.864 -0.289 2.638
C 0.487 0.064 -1.834
C 0.819 -0.164 -0.301
H 1.224 0.497 -2.497
H 0.307 -1.023 -0.021
H 1.875 -0.090 -0.253
H -1.697 0.279 3.421
H -1.123 -0.306 2.111
H -0.425 0.869 -1.993
H 0.126 -0.956 -2.185

Force components x, y, z for each atom (eV/Å):
S 0.17 0.07 -0.51
O -3.85 -0.24 3.52
C -3.50 0.69 0.42
C -0.38 3.34 -1.57
H 0.75 -0.28 0.17
H -0.07 -1.94 0.49
H 1.06 -1.06 0.36
H 0.25 -0.58 -1.26
H 3.25 0.83 -2.04
H 1.87 -2.16 0.68
H 0.46 1.33 -0.25

Computed properties:
Total charge ... -1
Lowest unoccupied orbital energy ... 4.30 eV
HOMO ... -2.405 eV
Energy above the lowest of the compared OMol25 structures with the same formula, charge and spin ... 108.93 kJ/mol
Calculated total energy ... -15070.277 eV
Molar mass ... 79.14 g/mol